1) DFT (ωB97M-V with the def2-TZVPD basis set) results for 2 unconnected molecules or ions with the total composition C5H10N2O2S.

```
20
Properties=species:S:1:pos:R:3
C 1.584 1.042 1.361
C 0.626 0.329 -1.065
C -0.331 0.654 -0.018
C 0.596 -0.917 -1.873
C -1.010 -1.623 1.266
N 0.196 1.259 1.017
N -1.682 0.787 -0.345
O -2.379 1.425 0.479
O -2.126 0.345 -1.394
S 2.316 0.672 -0.285
H 2.141 1.836 1.705
H 1.544 0.179 2.067
H 0.417 1.188 -1.690
H 0.807 -1.856 -1.228
H 1.379 -0.974 -2.765
H -0.467 -1.070 -2.391
H -1.785 -1.041 1.776
H 0.035 -1.943 1.450
H -1.346 -2.012 0.296
H -0.517 1.722 1.637
```

Molecular weight: 162.2 Da
HOMO level (alpha / beta): -0.326 / -0.282 Eh
HOMO-LUMO gap (alpha / beta): 8.2 / 7.5 eV

***

2) DFT (ωB97M-V with the def2-TZVPD basis set) results for 2 unconnected molecules or ions with the total composition C5H10N2O2S.

```
20
Properties=species:S:1:pos:R:3
C -1.487 0.197 1.637
C 1.428 0.671 1.033
C 0.977 1.050 -1.733
C -0.239 -1.221 -1.709
C 0.869 -0.460 0.226
N -2.372 -0.682 2.269
N 0.536 -0.215 -0.969
O -3.086 -1.456 1.629
O -2.250 -0.732 3.481
S -1.660 1.713 1.290
H 2.015 1.286 0.390
H 2.072 0.307 1.730
H 0.620 1.158 1.526
H 2.115 1.185 -1.768
H 0.645 0.955 -2.754
H 0.552 2.005 -1.317
H -0.828 -1.831 -0.930
H -1.019 -0.740 -2.418
H 0.463 -1.815 -2.338
H 0.650 -1.376 0.725
```

Molecular weight: 162.2 Da
HOMO level (alpha / beta): -0.253 / -0.253 Eh
HOMO-LUMO gap (alpha / beta): 6.5 / 6.5 eV

***

Most stable = 1)

***

1) DFT (ωB97M-V with the def2-TZVPD basis set) results for 2 unconnected molecules or ions with the total composition C8H16IN2O.

```
28
Properties=species:S:1:pos:R:3
C -1.278 0.970 -1.486
C -1.805 1.164 -0.262
C 0.123 1.501 0.785
C 0.167 0.971 -1.555
C 1.014 0.796 -2.717
C -0.674 -0.930 2.764
C -0.481 -1.512 0.388
C -1.159 -0.670 1.398
N 0.769 1.230 -0.389
N -1.156 0.778 1.038
O 2.706 -1.708 -1.245
I 3.818 -0.519 0.007
H -1.795 1.231 -2.373
H -2.838 1.338 -0.149
H 3.092 -2.612 -1.194
H 0.333 2.302 1.464
H 0.519 1.125 -3.513
H 1.290 -0.302 -2.735
H 1.811 1.382 -2.615
H 0.429 -0.839 2.784
H -0.955 -0.244 3.494
H -0.785 -1.939 3.081
H 0.653 -1.391 0.552
H -0.727 -1.330 -0.727
H -0.735 -2.596 0.442
H -2.310 -0.810 1.286
H 1.763 1.320 -0.360
H -1.788 1.292 1.836
```

Molecular weight: 283.1 Da
HOMO level (alpha / beta): -0.418 / -0.418 Eh
Charge: +1
HOMO-LUMO gap (alpha / beta): 7.2 / 7.2 eV

***

2) DFT (ωB97M-V with the def2-TZVPD basis set) results for a molecular structure, C8H16IN2O.

```
28
Properties=species:S:1:pos:R:3
C 0.418 0.284 1.839
C 1.100 -0.169 0.814
C -0.666 0.629 -0.719
C -0.606 1.380 1.548
C -0.519 2.495 2.533
C 0.940 -1.232 -2.906
C -0.177 -2.280 -1.011
C 0.929 -1.329 -1.413
N -0.635 1.794 0.246
N 0.746 0.068 -0.606
O -2.142 0.521 1.795
I -2.065 -1.289 2.542
H 0.707 0.155 2.806
H 1.895 -0.858 0.984
H -1.369 -0.013 -0.419
H -0.929 1.086 -1.712
H -0.195 2.236 3.591
H -1.485 3.097 2.744
H 0.242 3.209 2.135
H 0.297 -0.572 -3.350
H 1.909 -0.901 -3.247
H 0.631 -2.250 -3.325
H -0.494 -2.048 -0.045
H 0.288 -3.273 -1.104
H -0.955 -2.233 -1.676
H 1.880 -1.700 -1.086
H -1.311 2.522 -0.009
H 1.565 0.672 -0.949
```

Molecular weight: 283.1 Da
HOMO level: -0.439 Eh
Charge: +1
HOMO-LUMO gap: 8.4 eV

***

Most stable = 2)

***

1) DFT (ωB97M-V with the def2-TZVPD basis set) results for C4H9N3 in the gas phase.

```
16
Properties=species:S:1:pos:R:3
C -0.125 1.245 -0.954
C -0.387 0.926 0.515
C -0.284 -1.851 -0.387
C 0.390 -2.414 0.805
H -0.041 2.944 -2.175
H 0.291 3.326 -0.441
H 0.835 0.812 -1.376
H -0.960 1.043 -1.701
H -0.810 1.807 1.064
H 0.073 -1.981 -1.433
H -1.372 -1.640 -0.371
H 1.172 -3.098 0.812
H -0.178 -2.571 1.716
N -0.286 2.766 -1.134
N 0.087 -0.019 1.249
N 0.689 -1.043 0.462
```

Molecular weight: 99.1 Da
HOMO level: -0.333 Eh
HOMO-LUMO gap: 10.0 eV
SMILES string: NC/C=N\N1CC1

***

2) DFT (ωB97M-V with the def2-TZVPD basis set) results for C4H9N3 in the gas phase.

```
16
Properties=species:S:1:pos:R:3
C 0.529 0.673 1.833
C -0.299 0.163 0.896
C 0.520 -0.456 -1.896
C 0.260 -1.485 -0.795
N -0.212 1.891 1.891
N -0.975 1.415 0.753
N -0.584 -1.043 0.296
H 1.420 0.422 2.362
H 0.845 0.482 -1.452
H 1.308 -0.823 -2.549
H -0.371 -0.269 -2.488
H -0.166 -2.399 -1.215
H 1.217 -1.742 -0.323
H 0.279 2.762 1.701
H -1.983 1.462 0.875
H -1.785 -1.055 0.110
```

Molecular weight: 99.1 Da
HOMO level: -0.280 Eh
HOMO-LUMO gap: 8.7 eV
SMILES string: CCNc1c[nH][nH]1

***

Most stable = 2)

***

1) DFT (ωB97M-V with the def2-TZVPD basis set) results for C4H9N3 in the gas phase.

```
16
Properties=species:S:1:pos:R:3
C 0.877 -0.654 -1.589
C -0.192 -1.302 -2.444
N 0.269 1.265 1.595
C -0.704 0.816 2.436
C 0.282 -0.229 -0.165
N 0.565 0.933 0.157
N -1.191 1.404 3.447
H 0.693 2.156 1.841
H -0.810 2.336 3.609
H -1.040 -0.194 2.240
H -0.369 -0.962 0.295
H 1.666 -1.380 -1.339
H 1.343 0.205 -2.073
H 0.259 -1.689 -3.369
H -0.962 -0.560 -2.722
H -0.688 -2.144 -1.918
```

Molecular weight: 99.1 Da
HOMO level: -0.329 Eh
HOMO-LUMO gap: 10.0 eV
SMILES string: [H]/N=C\N/N=C/CC

***

2) DFT (ωB97M-V with the def2-TZVPD basis set) results for C4H9N3 in the gas phase.

```
16
Properties=species:S:1:pos:R:3
C 1.876 0.003 0.626
C 0.130 -1.502 -0.954
C -1.516 0.557 -0.667
C -0.493 -0.424 -0.018
N 2.994 -0.215 0.753
N 0.239 1.524 1.511
N 0.650 0.483 0.452
H -0.822 -2.022 -1.253
H 0.623 -1.044 -1.986
H 0.860 -2.341 -0.572
H -0.966 1.074 -1.490
H -1.736 1.310 0.151
H -2.339 -0.142 -0.886
H -0.859 -0.967 0.798
H 0.698 1.311 2.285
H 0.659 2.396 1.249
```

Molecular weight: 99.1 Da
HOMO level: -0.351 Eh
HOMO-LUMO gap: 10.4 eV
SMILES string: CC(C)N(N)C#N

***

Most stable = 1)

***

1) DFT (ωB97M-V with the def2-TZVPD basis set) results for C4H9N3 in the gas phase.

```
16
Properties=species:S:1:pos:R:3
C -1.556 -0.914 -0.331
C -0.416 -0.148 0.215
C -2.796 -0.036 -0.306
C 2.971 0.170 -0.240
N -2.934 0.924 0.464
N 0.651 0.100 -0.437
N 1.640 0.728 0.276
H -1.779 -1.709 0.436
H -0.570 0.300 1.277
H -1.142 -1.421 -1.200
H -3.538 -0.154 -1.116
H 3.870 0.767 0.059
H 3.160 -0.910 -0.053
H 2.942 0.279 -1.363
H -2.227 1.226 1.046
H 1.725 0.796 1.272
```

Molecular weight: 99.1 Da
HOMO level: -0.317 Eh
HOMO-LUMO gap: 9.7 eV
SMILES string: [H]/N=C\C/C=N/NC

***

2) DFT (ωB97M-V with the def2-TZVPD basis set) results for a molecular structure, C4H9N3.

```
16
Properties=species:S:1:pos:R:3
C 2.739 -0.784 -0.415
C 0.787 0.405 0.442
C -0.561 0.627 0.920
C -1.652 0.136 0.124
H 3.047 -1.047 -1.733
H 2.814 0.463 0.220
H 2.928 -1.910 0.606
H 0.605 -1.458 -0.868
H 1.647 1.166 0.850
H -0.912 1.153 1.910
H -3.067 1.321 -0.894
H -2.676 1.554 1.131
H -2.552 -1.064 -1.266
N 1.286 -0.368 -0.684
N -2.832 0.666 0.459
N -1.600 -0.860 -0.802
```

Molecular weight: 99.1 Da
HOMO level: -0.305 Eh
HOMO-LUMO gap: 8.0 eV

***

3) DFT (ωB97M-V with the def2-TZVPD basis set) results for C4H9N3 in the gas phase.

```
16
Properties=species:S:1:pos:R:3
C -0.477 -0.408 -0.176
C -0.168 0.650 0.841
C -0.659 1.026 -0.536
N 0.424 -1.254 -0.882
N -1.701 -1.184 0.199
C 2.271 0.775 0.639
N 1.183 1.172 1.185
H -0.822 0.813 1.693
H 0.008 -1.557 -1.758
H 0.579 -2.096 -0.332
H -2.239 -1.393 -0.639
H -2.352 -0.670 0.790
H -1.662 1.429 -0.614
H 0.050 1.473 -1.222
H 3.234 1.175 0.996
H 2.330 0.046 -0.183
```

Molecular weight: 99.1 Da
HOMO level: -0.324 Eh
HOMO-LUMO gap: 9.8 eV
SMILES string: C=N[C@H]1CC1(N)N

***

4) DFT (ωB97M-V with the def2-TZVPD basis set) results for a molecular structure, C4H9N3.

```
16
Properties=species:S:1:pos:R:3
C -0.341 -0.440 -2.189
C 1.736 0.137 1.900
N -1.016 1.122 -0.340
C -0.985 -0.321 -0.836
C 0.526 0.831 1.390
N 0.199 0.736 0.166
N -1.763 -1.152 -0.260
H -1.714 1.250 0.403
H -2.047 -1.913 -0.870
H -0.140 1.328 2.102
H -1.115 -0.522 -2.958
H 0.272 -1.338 -2.225
H 0.283 0.428 -2.385
H 1.442 -0.849 2.273
H 2.474 0.003 1.113
H 2.190 0.699 2.715
```

Molecular weight: 99.1 Da
HOMO level: -0.330 Eh
HOMO-LUMO gap: 10.1 eV

***

Most stable = 3)

***

1) DFT (ωB97M-V with the def2-TZVPD basis set) results for C4H9N3 in the gas phase.

```
16
Properties=species:S:1:pos:R:3
C -0.522 -0.641 0.989
C 0.485 0.250 0.290
C 1.183 -0.157 -1.005
C 0.825 1.207 -1.578
H -1.566 -0.468 -0.939
H -2.217 -1.783 0.384
H -0.962 -1.468 2.556
H 1.145 0.670 0.751
H 0.699 -1.030 -1.454
H 2.432 -0.438 -0.867
H 0.441 1.362 -2.709
H 1.562 1.877 -1.191
H -0.137 2.372 0.000
N -1.334 -1.208 0.027
N -0.435 -0.800 2.163
N -0.120 1.286 -0.577
```

Molecular weight: 99.1 Da
HOMO level: -0.329 Eh
HOMO-LUMO gap: 9.8 eV
SMILES string: [H]/N=C(\N)[C@H]1CCN1

***

2) DFT (ωB97M-V with the def2-TZVPD basis set) results for a molecular structure, C4H9N3.

```
16
Properties=species:S:1:pos:R:3
C -0.500 -1.249 0.288
C 0.209 0.929 1.107
C 0.636 1.787 -0.075
C 0.496 0.722 -1.060
H -0.522 -1.084 -1.546
H -0.321 -2.810 -1.009
H -1.047 -2.741 1.437
H 0.947 0.530 1.681
H -0.634 1.187 1.821
H -0.147 2.712 -0.219
H 1.666 2.263 0.052
H -0.325 1.054 -1.761
H 1.479 0.359 -1.462
N -0.961 -1.955 -0.830
N -0.791 -1.715 1.481
N -0.185 0.012 0.097
```

Molecular weight: 99.1 Da
HOMO level: -0.309 Eh
HOMO-LUMO gap: 9.2 eV

***

Most stable = 2)